[1]
C36H36Cl2NO3OsP2 | the ωB97M-V functional and the def2-TZVPD basis

Last column: Mulliken charge in e.
Positions of all 81 atoms, in Å:
Os: 0.283 0.018 0.428  1.438
C: -0.129 2.351 2.734  -1.016
P: -0.190 2.333 0.885  0.271
C: 0.935 3.635 0.325  0.704
C: 0.495 4.710 -0.446  -0.349
C: 1.404 5.665 -0.879  -0.777
C: 2.748 5.545 -0.558  -0.572
C: 3.191 4.467 0.198  -0.889
C: 2.291 3.509 0.636  -0.493
C: -1.869 2.878 0.500  0.668
C: -2.668 2.085 -0.324  -0.226
C: -3.963 2.479 -0.634  -1.399
C: -4.461 3.666 -0.118  -0.634
C: -3.672 4.457 0.711  -0.890
C: -2.381 4.066 1.023  -0.333
C: -0.409 0.980 3.216  0.348
C: -0.864 0.510 4.452  -1.221
C: -0.836 -0.878 4.388  -1.046
C: -0.372 -1.230 3.105  0.299
C: -0.083 -2.561 2.513  -1.218
P: 0.018 -2.347 0.685  0.165
C: 1.065 -3.627 -0.018  0.343
C: 1.224 -4.855 0.619  -0.604
C: 2.042 -5.819 0.052  -0.705
C: 2.699 -5.559 -1.144  -0.581
C: 2.545 -4.330 -1.774  -0.767
C: 1.735 -3.360 -1.206  0.083
C: -1.687 -2.784 0.176  0.617
C: -2.047 -4.083 -0.182  -0.642
C: -3.380 -4.396 -0.420  -0.732
C: -4.360 -3.419 -0.305  -0.617
C: -4.010 -2.120 0.037  -0.830
C: -2.679 -1.805 0.275  -0.007
N: -0.133 -0.093 2.388  0.591
H: -0.825 3.074 3.152  0.661
H: 0.886 2.654 3.007  0.531
H: -0.548 4.803 -0.718  0.446
H: 1.060 6.504 -1.471  0.426
H: 3.454 6.290 -0.902  0.399
H: 4.242 4.367 0.437  0.441
H: 2.645 2.652 1.194  0.204
H: -2.267 1.160 -0.721  0.566
H: -4.579 1.860 -1.275  0.497
H: -5.469 3.980 -0.362  0.418
H: -4.066 5.382 1.113  0.432
H: -1.772 4.690 1.668  0.493
H: -1.157 1.120 5.296  0.570
H: -1.107 -1.569 5.173  0.567
H: -0.843 -3.292 2.779  0.681
H: 0.893 -2.917 2.855  0.618
H: 0.713 -5.061 1.555  0.411
H: 2.174 -6.776 0.544  0.431
H: 3.345 -6.312 -1.580  0.408
H: 3.071 -4.127 -2.698  0.463
H: 1.642 -2.383 -1.665  0.125
H: -1.286 -4.845 -0.289  0.378
H: -3.653 -5.407 -0.695  0.438
H: -5.399 -3.670 -0.485  0.406
H: -4.774 -1.356 0.119  0.471
H: -2.410 -0.790 0.545  0.330
C: -0.180 1.650 -3.076  -1.443
C: 0.377 0.246 -2.840  1.038
C: 1.749 0.116 -3.494  -1.397
C: -0.591 -0.805 -3.368  -1.277
O: 0.538 0.056 -1.437  1.434
H: -0.137 1.885 -4.141  0.526
H: 0.420 2.385 -2.531  0.297
H: -1.219 1.719 -2.748  0.227
H: 1.675 0.305 -4.565  0.441
H: 2.156 -0.887 -3.343  0.205
H: 2.439 0.835 -3.047  0.323
H: -0.771 -0.639 -4.432  0.412
H: -1.545 -0.743 -2.836  0.274
H: -0.185 -1.810 -3.233  0.219
Cl: 5.057 -0.929 -0.709  -0.169
C: 4.710 -0.565 1.002  0.083
Cl: 5.544 -1.683 2.073  -0.161
C: 3.176 -0.585 1.178  0.268
O: 2.640 -1.538 1.756  -0.539
O: 2.602 0.441 0.686  -0.814
H: 5.093 0.428 1.188  0.260

Computed properties:
ΔE to the lowest compared entry with this formula, charge and spin	0.0	kJ/mol
maximum force	1.6	eV Å⁻¹
multiplicity	5
electronic energy	-3367.47294	a.u.
total charge	+1
frontier orbital gap (alpha / beta)	8.7653 / 5.6859	eV
highest occupied orbital energy (alpha / beta)	-10.8419 / -11.2285	eV

=====

[2]
C4H6N2 | the ωB97M-V functional and the def2-TZVPD basis

Last column: Mulliken charge in e.
Positions of all 12 atoms, in Å:
C: -1.722 -0.082 -0.196  -0.929
C: -0.244 -0.034 -0.203  0.313
C: 0.782 -0.943 -0.134  -0.349
C: 1.926 -0.163 0.125  -0.292
N: 1.638 1.112 0.276  -0.853
N: 0.289 1.173 0.130  0.256
H: -2.394 0.680 0.234  0.308
H: -2.322 -0.600 -0.933  0.277
H: -1.548 -0.704 0.866  0.197
H: 0.746 -2.014 -0.244  0.368
H: 2.953 -0.498 0.186  0.419
H: -0.103 2.073 -0.106  0.284

Computed properties:
structure (SMILES)	Cc1ccn[nH]1
ΔE to the lowest compared entry with this formula, charge and spin	177.0	kJ/mol
maximum force	5.0	eV Å⁻¹
multiplicity	1
electronic energy	-265.46814	a.u.
total charge	0
frontier orbital gap	9.6770	eV
highest occupied orbital energy	-8.7909	eV

=====

[3]
O4RbS | the ωB97M-V functional and the def2-TZVPD basis

Last column: Mulliken charge in e.
Positions of all 6 atoms, in Å:
Rb: -1.708 -2.039 0.595  0.921
S: 0.365 0.439 -0.126  1.129
O: 0.146 -0.772 -1.006  -0.823
O: -0.751 1.390 -0.368  -0.687
O: 0.278 -0.076 1.287  -0.804
O: 1.670 1.058 -0.382  -0.737

Computed properties:
ΔE to the lowest compared entry with this formula, charge and spin	2.8	kJ/mol
maximum force	1.3	eV Å⁻¹
multiplicity	1
electronic energy	-723.31176	a.u.
total charge	-1
frontier orbital gap	4.6676	eV
highest occupied orbital energy	-3.1808	eV

=====

[4]
C7H16N | the ωB97M-V functional and the def2-TZVPD basis

Last column: Mulliken charge in e.
Positions of all 24 atoms, in Å:
C: 1.360 3.230 1.722  -0.802
C: 1.357 2.579 0.574  -0.127
C: 0.133 1.802 0.113  -0.473
C: 0.478 0.663 -0.889  -0.925
C: 0.588 -0.726 -0.234  -1.070
C: -0.773 -1.361 -0.056  0.553
C: -1.620 -1.547 -1.293  -1.713
N: -0.550 -2.759 0.580  -0.265
H: 2.193 3.830 2.061  0.279
H: 0.484 3.201 2.354  0.257
H: 2.202 2.517 -0.103  0.276
H: -0.503 2.499 -0.432  0.298
H: -0.382 1.399 0.982  0.298
H: 1.446 0.913 -1.327  0.454
H: -0.199 0.666 -1.733  0.421
H: 1.132 -0.687 0.708  0.403
H: 1.116 -1.317 -0.971  0.523
H: -1.375 -0.846 0.676  0.210
H: -1.063 -1.875 -2.169  0.383
H: -2.091 -0.612 -1.560  0.410
H: -2.445 -2.245 -1.138  0.529
H: -1.004 -3.481 0.021  0.349
H: -0.923 -2.813 1.526  0.355
H: 0.439 -3.030 0.587  0.376

Computed properties:
structure (SMILES)	C=CCCC[C@@H](C)[NH3+]
ΔE to the lowest compared entry with this formula, charge and spin	85.5	kJ/mol
maximum force	1.3	eV Å⁻¹
multiplicity	1
electronic energy	-330.79604	a.u.
total charge	+1
frontier orbital gap	8.8475	eV
highest occupied orbital energy	-12.3961	eV